The following is a DFT calculation (ωB97M-V/def2-TZVPD) of a molecular structure, C18H18CrN5O8 in a non-equilibrium geometry.

Last column: Mulliken spin population.
Atoms and positions in Å:
Cr: -0.05465 -0.50520 -0.72293  3.109
C: -0.54812 4.55814 1.52861  -0.001
O: -0.85048 3.43615 0.70614  -0.003
C: -0.08063 2.33889 0.74237  -0.009
O: -0.38236 1.44191 -0.03642  -0.016
N: 0.94984 2.34205 1.60044  0.008
N: 1.87846 1.30352 1.77702  0.001
H: -1.24992 5.33263 1.23612  0.000
H: 0.47119 4.90975 1.35915  0.000
H: -0.70238 4.32352 2.58431  0.000
H: 1.01032 3.06809 2.28895  0.000
H: 1.37917 0.45568 2.03893  0.002
H: 2.30828 1.10494 0.87919  -0.011
O: -6.15168 -1.56686 2.43812  0.001
C: -6.06631 -1.41206 1.20815  0.001
O: -6.93114 -1.47772 0.31286  0.001
C: -4.61368 -1.26821 0.67657  0.007
C: -4.37262 -1.15028 -0.68644  -0.005
C: -3.08204 -0.97243 -1.14107  0.017
N: -2.04053 -0.92119 -0.30879  -0.038
C: -2.25713 -1.06546 1.00838  0.011
C: -3.52024 -1.23145 1.53609  -0.006
C: -0.99779 -1.00963 1.84342  -0.003
O: -1.03839 -0.90649 3.05344  0.007
O: 0.09825 -1.04318 1.13823  -0.035
H: -5.21848 -1.18848 -1.35939  0.000
H: -2.86016 -0.86142 -2.19467  -0.005
H: -3.66912 -1.32573 2.60232  0.000
O: 1.88545 -3.49928 -2.37599  0.095
C: 1.54519 -2.43033 -1.89293  -0.009
O: 0.30787 -2.20062 -1.45389  -0.012
C: 2.43762 -1.27182 -1.77187  0.394
C: 3.71669 -1.24081 -2.30915  -0.166
C: 4.45469 -0.07596 -2.31457  0.345
C: 3.82332 1.11022 -1.80614  0.032
C: 2.57981 1.02211 -1.26322  0.053
N: 1.88950 -0.14604 -1.14016  0.224
H: 4.08957 -2.16181 -2.74010  -0.009
H: 5.45138 -0.04255 -2.73168  0.034
H: 4.31752 2.07217 -1.84159  0.002
H: 2.08382 1.91193 -0.88527  0.007
C: -1.14258 1.77890 -5.61392  0.002
C: -0.69662 0.37179 -5.21386  -0.012
C: -0.55281 0.23953 -3.76871  0.054
N: -0.44283 0.14227 -2.63821  -0.069
H: -1.29177 1.81949 -6.69137  0.000
H: -0.38967 2.51556 -5.33917  0.000
H: -2.07842 2.04495 -5.12525  0.000
H: 0.26749 0.11379 -5.65406  -0.001
H: -1.41278 -0.38472 -5.53732  0.002

Forces on atoms 1 to 2 (eV/Å):
Cr 0.1 -0.2 0.7
C 0.0 0.0 0.0

Properties
energy above the lowest of the compared OMol25 structures with the same formula, charge and spin	32.0	kcal/mol
HOMO (alpha / beta)	-2.80 / -5.38	eV
calculated total energy	-71214.3957	eV
Kohn-Sham gap (alpha / beta)	4.63 / 7.19	eV
net charge	-1
spin multiplicity	5
<S²>	6.039